The following is a DFT calculation (wB97M-V/def2-TZVPD) of C29H58N6O4S2Si2Sn as an isolated structure.

```
102
Properties=species:S:1:pos:R:3:forces:R:3:mulliken_charge:R:1
Sn 0.323919 -0.360239 0.374662 -0.1 0.1 0.3 0.737
C 2.267200 -5.620486 1.906253 0.0 0.0 0.0 -1.058
Si 1.951158 -4.675644 3.483035 0.0 0.0 0.0 0.496
C 3.135191 -5.140018 4.844515 0.0 0.0 0.0 -1.262
C 0.187933 -4.858531 4.081066 0.0 0.1 0.0 -0.997
C 2.305155 -2.839484 3.053896 0.1 0.0 0.0 -0.042
C 3.417416 -2.186039 3.581681 0.0 0.0 0.1 -0.294
C 3.747118 -0.866223 3.263941 0.0 0.0 0.0 -1.207
C 2.942325 -0.189369 2.381669 0.1 -0.1 0.0 -0.794
N 1.873843 -0.799601 1.846292 -0.1 -0.1 0.1 0.341
C 1.549108 -2.079705 2.156714 0.0 0.1 0.0 0.995
S 0.071113 -2.605038 1.359261 -0.1 0.0 -0.1 -0.408
H 1.965022 -6.663470 2.008925 0.0 0.0 0.0 0.400
H 3.326210 -5.606197 1.644631 0.0 0.0 0.0 0.323
H 1.704081 -5.196163 1.072849 0.0 0.0 0.0 0.278
H 2.891583 -6.142103 5.202208 0.0 0.0 0.0 0.372
H 3.051370 -4.466286 5.699664 0.0 0.0 0.0 0.368
H 4.176864 -5.162679 4.522003 0.0 0.0 0.0 0.367
H -0.174128 -5.860933 3.846495 0.0 0.0 0.0 0.391
H -0.511167 -4.151839 3.629538 0.0 0.0 0.0 0.253
H 0.137662 -4.741417 5.165146 0.0 0.0 0.0 0.310
H 4.050468 -2.716535 4.281946 0.0 0.0 0.0 0.494
H 4.609518 -0.382728 3.698401 0.0 0.0 0.0 0.496
H 3.121105 0.832027 2.071122 0.0 0.0 0.0 0.556
C -0.590929 4.960228 -1.231030 0.0 0.0 0.0 -1.427
C -1.782169 4.203835 -1.797174 0.1 0.1 0.1 1.538
C -3.042035 4.473612 -0.991242 0.0 0.1 0.0 -1.503
C -2.005149 4.528938 -3.265010 0.0 0.0 0.0 -1.437
O -1.533761 2.777805 -1.634479 -0.1 -0.1 -0.3 0.375
Si -0.332990 1.797164 -2.059065 0.3 0.2 0.1 -0.905
S 1.168950 1.646484 -0.498005 0.0 0.1 -0.2 -0.825
O 0.342292 2.332666 -3.397120 -0.2 -0.1 -0.1 1.191
C 1.443449 2.222717 -4.327501 0.1 0.1 0.1 1.659
C 2.190039 0.925419 -4.079232 0.0 0.0 0.0 -1.359
C 0.831714 2.244269 -5.718373 0.0 0.0 0.0 -1.763
C 2.332943 3.431944 -4.088488 0.0 0.0 0.0 -1.703
O -0.925716 0.242084 -1.982130 0.0 -0.1 0.1 0.025
C -2.029476 -0.325296 -2.784419 -0.1 -0.1 0.0 1.439
C -3.149535 -0.661132 -1.821145 0.0 0.0 0.0 -1.438
C -1.490438 -1.581574 -3.441536 0.0 0.0 0.0 -1.812
C -2.506701 0.661752 -3.839964 0.1 0.0 0.0 -1.294
H -0.779472 6.033204 -1.248069 0.0 0.0 0.0 0.537
H 0.306312 4.769081 -1.824199 0.0 0.0 0.0 0.152
H -0.400733 4.659690 -0.199881 0.0 0.0 0.0 0.257
H -3.311078 5.527473 -1.054052 0.0 0.0 0.0 0.505
H -2.888136 4.223978 0.058967 0.0 0.0 0.0 0.273
H -3.874650 3.884583 -1.376777 0.0 0.0 0.0 0.307
H -2.241659 5.587720 -3.367217 0.0 0.0 0.0 0.562
H -2.842540 3.955998 -3.664285 0.0 0.0 0.0 0.321
H -1.118146 4.314858 -3.857376 0.0 0.0 0.0 0.105
H 1.511127 0.078720 -4.187003 0.0 0.0 0.0 0.171
H 2.622789 0.910779 -3.077082 0.0 0.0 0.0 0.206
H 2.994757 0.817889 -4.807404 0.0 0.0 0.0 0.646
H 0.187775 1.376923 -5.870684 0.0 0.0 0.0 0.339
H 1.615383 2.225018 -6.475306 0.0 0.0 0.0 0.504
H 0.239509 3.147264 -5.860612 0.0 0.0 0.0 0.342
H 2.708439 3.433747 -3.063803 0.0 0.0 0.0 0.323
H 1.778384 4.354139 -4.259312 0.0 0.0 0.0 0.310
H 3.185951 3.415248 -4.766728 0.0 0.0 0.0 0.513
H -2.803114 -1.350662 -1.045864 0.0 0.0 0.0 0.185
H -3.973142 -1.139662 -2.350623 0.0 0.0 0.0 0.627
H -3.530021 0.245319 -1.357811 0.0 0.1 0.1 0.178
H -1.226967 -2.324059 -2.684059 0.1 0.0 0.0 0.234
H -0.627107 -1.343057 -4.063642 0.0 0.0 0.0 0.340
H -2.252042 -2.025276 -4.081983 0.0 0.0 0.0 0.462
H -2.958521 1.539319 -3.384008 0.0 0.0 0.0 0.197
H -3.254097 0.178257 -4.468122 0.0 0.0 0.0 0.560
H -1.686668 0.982440 -4.484663 0.0 0.0 0.0 0.181
C -2.166826 -0.864848 5.438605 0.0 0.0 0.0 -0.737
C -0.690953 -0.821932 5.101113 0.0 0.0 0.0 -0.387
N -0.516656 -0.303839 3.746899 0.1 0.0 0.0 -0.001
C -1.448483 0.276988 2.976907 0.1 0.1 0.0 0.621
N -1.147496 0.554856 1.694740 -0.2 -0.1 -0.2 -0.187
C -2.105430 1.449419 1.017647 0.1 -0.1 -0.1 1.897
C -3.528118 1.035872 1.337405 0.0 0.0 0.0 -0.836
C -3.742482 1.187189 2.823663 0.0 0.1 -0.1 -0.857
N -2.609053 0.616318 3.549932 0.0 -0.1 0.0 0.150
C -2.775242 0.452698 4.997285 0.0 0.0 0.0 -0.735
H -2.297529 -1.007196 6.509903 0.0 0.0 0.0 0.447
H -2.661904 -1.690328 4.924186 0.0 0.0 0.0 0.287
H -0.236312 -1.813059 5.149710 0.0 0.0 0.0 0.117
H -0.164123 -0.170893 5.802557 0.0 0.0 0.0 0.358
H 0.398763 -0.376876 3.345627 0.0 0.1 0.0 -0.075
H -1.936240 1.408062 -0.055503 -0.1 0.0 0.3 -2.190
H -1.924073 2.486077 1.316733 0.0 0.0 0.0 0.277
H -3.675965 -0.005191 1.043863 0.0 0.0 0.0 0.371
H -4.247472 1.646662 0.792523 0.0 0.0 0.0 0.374
H -4.649019 0.680609 3.156075 0.0 0.0 0.0 0.526
H -3.831890 2.243002 3.094884 0.0 0.0 0.0 0.359
H -3.843167 0.490629 5.201487 0.0 0.0 0.0 0.395
H -2.306589 1.290773 5.521536 0.0 0.0 0.0 0.285
C 4.177496 -0.953224 -0.739109 0.0 0.0 0.0 -0.558
N 3.572698 -1.567905 -1.908220 0.0 0.1 -0.2 -0.136
C 2.262378 -1.805381 -2.001013 0.1 -0.2 0.4 0.328
N 1.782446 -2.325152 -3.137395 0.0 -0.1 -0.1 -0.315
O 1.501359 -1.619352 -1.009562 0.0 0.2 -0.3 -0.251
H 5.256104 -0.977793 -0.863238 0.0 0.0 0.0 0.446
H 3.916663 -1.516740 0.155585 0.0 0.0 0.0 0.048
H 3.856740 0.084157 -0.629361 0.0 0.0 0.0 0.175
H 4.149649 -1.722634 -2.717968 0.0 0.0 0.0 0.228
H 2.387502 -2.628882 -3.880551 0.0 0.0 0.0 0.200
H 0.820337 -2.613231 -3.155344 0.0 0.0 0.0 0.160
```
Forces are in eV/Å.

Charge: +2
Energy above the lowest of the compared OMol25 structures with the same formula, charge and spin (kcal/mol): 0.00
Largest force on an atom (eV/Å): 0.46
Lowest unoccupied orbital energy (eV): -6.051
E_HOMO (eV): -13.89
DFT total energy (eV): -91399.5265
HOMO-LUMO gap (eV): 7.8